# 1
C55H55InN5O3PSbSi | ωB97M-V/def2-TZVPD

The largest force on an atom comes out at 0.73 eV/A. The charge is +1. For the energy above the lowest of the compared OMol25 structures with the same formula, charge and spin, the calculation gives 0.0 kJ/mol. The spin multiplicity is 1.

Geometry (Å):
Sb  -1.11396  -1.29410  -2.11771
In  -0.24782  -0.07998  0.27374
P  2.35868  -0.27115  -0.51553
Si  1.18691  2.02205  2.76133
O  0.35273  0.91314  1.91799
O  -0.68086  1.00618  -1.50661
O  0.62665  -1.76461  1.74555
N  4.61973  -0.10724  -2.04736
N  -2.32958  0.80057  0.97040
N  4.02898  -2.35390  -1.25196
N  4.95351  -0.70845  0.30578
N  -2.25630  -1.93993  1.09737
C  -4.88837  0.81892  -2.84429
C  -0.82532  -5.64859  -1.57448
C  0.93296  -2.26665  -4.22605
C  4.29375  -0.46746  5.21745
C  2.62687  -2.04523  -0.98406
C  -1.83076  4.38358  5.45246
C  -2.92266  -0.57657  -2.93585
C  3.67849  -0.18726  0.78801
C  2.95705  -0.84137  5.16439
C  3.15799  5.19103  -0.06794
C  2.45489  1.09306  3.77610
C  -3.69524  0.37998  -2.28416
C  4.71410  0.68211  4.56322
C  -2.85193  -3.91862  -2.35409
C  4.53366  -1.53661  -2.36061
C  -2.34604  2.11993  0.97693
C  4.85832  -2.11339  -0.07296
C  -3.50753  2.86562  1.18865
C  -0.71130  2.31653  -2.03423
C  -5.88836  -1.31142  1.51481
C  2.43710  4.13903  -0.61358
C  -2.09794  -6.14601  -1.82774
C  0.11492  -1.20989  -3.83509
C  -0.57750  -4.28874  -1.70900
C  -0.70518  4.05056  3.35611
C  1.73159  -0.97563  -6.09315
C  2.70495  4.34314  2.13681
C  3.80210  1.45235  3.85250
C  -5.90793  0.03436  1.54385
C  -4.59476  -3.43080  1.33881
C  -4.65368  -2.02513  1.35087
C  -4.69889  0.79165  1.37967
C  -2.23825  -3.26019  1.08512
C  -4.68799  2.19725  1.37736
C  -4.53179  -0.62357  -4.73377
C  1.74144  -2.14802  -5.34949
C  1.86592  3.18486  0.22170
C  0.90323  0.07443  -5.71947
C  0.09852  -0.04152  -4.59361
C  -5.30829  0.31616  -4.06793
C  -3.47902  0.12765  1.19462
C  1.99131  3.25999  1.60884
C  5.43609  0.05826  -0.84440
C  -1.58080  -3.40285  -2.10846
C  3.29017  5.29272  1.31206
C  -3.10977  -5.27784  -2.21438
C  0.02277  2.97497  3.87867
C  -3.38522  -4.05383  1.19966
C  2.05219  -0.06538  4.45176
C  -3.45061  -1.32086  1.21080
C  -3.34579  -1.07109  -4.16807
C  3.29979  0.50873  -1.90239
C  -1.10984  3.33087  5.99750
C  -1.62403  4.74753  4.12758
C  -0.19144  2.63897  5.21728
H  4.45953  -2.68468  0.76754
H  -1.67334  2.51130  -2.52282
H  2.04453  -2.25292  -1.88306
H  -0.55059  0.78051  -4.31624
H  -0.17511  -2.16378  2.10726
H  2.24976  -2.67986  -0.17861
H  -5.61502  2.73683  1.52849
H  3.40948  1.57635  -1.70026
H  2.62140  -1.73209  5.68155
H  -3.66180  -3.26086  -2.64800
H  2.37149  -2.97708  -5.64801
H  2.73175  0.40058  -2.83029
H  5.00454  -1.06859  5.77055
H  -5.48380  1.56257  -2.32814
H  -4.10404  -5.66009  -2.41213
H  5.86505  -2.47473  -0.28964
H  3.84186  6.11811  1.74371
H  6.44639  -0.28157  -1.07758
H  2.31183  4.06451  -1.68801
H  -5.50898  -4.00290  1.44169
H  2.79543  4.45610  3.21334
H  -2.53858  4.93072  6.06298
H  0.93061  -3.20216  -3.67741
H  -6.80199  -1.88216  1.62719
H  -0.57215  3.08079  -1.26081
H  -3.35337  0.80833  -1.34942
H  -0.02841  -6.31835  -1.27445
H  -1.25392  3.05405  7.03461
H  -6.83760  0.57291  1.68231
H  -0.53117  4.37130  2.33137
H  1.30037  2.37567  -0.23063
H  5.47800  1.11619  -0.57995
H  -2.16729  5.58490  3.70523
H  -2.29669  -7.20590  -1.72897
H  0.08292  2.45989  -2.77607
H  3.80663  0.85715  1.08459
H  2.35911  -0.88546  -6.97067
H  -4.84773  -1.00696  -5.69577
H  -3.45479  3.94480  1.19383
H  0.42062  -3.92091  -1.47900
H  0.87908  0.98304  -6.30782
H  -1.27242  -3.73893  0.96234
H  1.00615  -0.36689  4.43874
H  5.75600  0.97519  4.60251
H  3.60611  5.93592  -0.71312
H  5.53739  -1.88485  -2.60831
H  -1.39945  2.61825  0.80576
H  0.37482  1.83054  5.66723
H  4.15354  2.33814  3.33374
H  -2.74808  -1.80460  -4.69915
H  0.85988  -1.05218  2.37724
H  -3.29476  -5.13046  1.17510
H  -6.23452  0.66316  -4.50817
H  3.35801  -0.73475  1.67821
H  3.89074  -1.67633  -3.23191

Löwdin population analysis, charges in e, atoms 1 to 8: Sb 1.60; In 0.51; P 1.04; Si 0.48; O -0.37; O -0.58; O -0.08; N -0.14

# 2
C3H4N2O2 | ωB97M-V/def2-TZVPD

The largest force on an atom comes out at 6.47 eV/A. The charge is 0. As for the SMILES: OCc1ncon1. For the energy above the lowest of the compared OMol25 structures with the same formula, charge and spin, the calculation gives 434.3 kJ/mol. The spin multiplicity is 1.

Geometry (Å):
O  2.05103  -0.77813  -0.27954
O  -1.71574  -1.12419  -0.14936
N  -0.33725  -1.02499  0.05449
N  -1.22086  0.95881  -0.12010
C  -2.21461  0.02942  -0.19467
C  1.49564  0.46740  -0.06132
C  -0.00067  0.28040  0.01120
H  1.74202  0.94612  0.88121
H  -3.22812  0.17658  0.13664
H  1.66412  -1.12699  0.58152
H  1.76445  1.19559  -0.86007

Löwdin population analysis, charges in e, atoms 1 to 8: O -0.05; O 0.01; N 0.11; N 0.11; C -0.20; C -0.25; C -0.25; H 0.12

# 3
C5H16N3O | ωB97M-V/def2-TZVPD

The largest force on an atom comes out at 2.77 eV/A. The charge is +1. For the energy above the lowest of the compared OMol25 structures with the same formula, charge and spin, the calculation gives 133.8 kJ/mol. The spin multiplicity is 1.

Geometry (Å):
O  0.67474  0.63548  -1.95461
N  -2.73816  -0.94107  -0.24478
N  -0.59687  -0.47896  0.55904
N  -2.41990  0.88050  1.04622
C  0.13712  0.06246  1.76306
C  2.06967  0.73616  -2.30044
C  1.19335  -0.98828  2.07151
C  -1.89429  -0.14663  0.39425
C  2.92125  0.08337  -1.22975
H  2.28408  1.78847  -2.44068
H  -0.05156  -0.44150  -0.30308
H  -1.87974  1.46302  1.66329
H  2.18518  0.13314  -3.19768
H  -3.40890  1.02012  1.18020
H  -3.72991  -0.80402  -0.32799
H  3.97299  0.28419  -1.42331
H  0.42813  1.37957  -1.39466
H  1.56965  -0.82852  3.09632
H  2.92456  -0.97836  -1.00880
H  2.63111  0.53785  -0.27342
H  -2.37572  -1.76202  -0.67608
H  2.18912  -1.03973  1.62793
H  0.61604  1.01618  1.55556
H  -0.60546  -0.07343  2.54110
H  0.75816  -1.98466  2.11069

Löwdin population analysis, charges in e, atoms 1 to 8: O -0.11; N 0.23; N 0.07; N 0.22; C -0.19; C -0.26; C -0.09; C -0.43

# 4
C3H10NS | ωB97M-V/def2-TZVPD

The largest force on an atom comes out at 3.51 eV/A. The charge is +1. For the energy above the lowest of the compared OMol25 structures with the same formula, charge and spin, the calculation gives 531.8 kJ/mol. The spin multiplicity is 1.

Geometry (Å):
S  -2.99252  -0.22707  0.33991
N  0.71944  0.04853  -0.31368
C  0.37197  -1.07144  0.73242
C  1.00978  1.29517  0.39804
C  -0.36089  0.18557  -1.27820
H  1.59145  -0.29559  -0.67305
H  0.43711  -2.07258  0.32115
H  -0.92508  1.17873  -1.25017
H  1.22166  2.23871  -0.23254
H  1.87466  1.13325  0.99868
H  -0.63395  -0.90619  0.96964
H  0.96604  -1.01745  1.56238
H  0.24613  1.42952  1.08339
H  -0.70918  -0.75596  -1.89643
H  -3.48089  1.12848  0.13011

Löwdin population analysis, charges in e, atoms 1 to 8: S 0.37; N -0.22; C 0.04; C -0.01; C 0.10; H 0.17; H 0.12; H 0.08

# 5
C11H10ClNOZr | ωB97M-V/def2-TZVPD

The largest force on an atom comes out at 1.63 eV/A. The charge is 0. The value obtained for the total energy is -28908.181 eV. The spin multiplicity is 1.

Geometry (Å):
Zr  0.00379  -1.20876  0.36922
Cl  -1.36817  -0.15572  1.93083
O  0.94667  -5.16794  0.92107
N  0.07607  -2.97935  1.32081
C  0.52430  -4.09112  1.11394
C  -2.45936  2.05644  0.20454
C  2.11786  -0.97401  1.53381
C  2.37590  -0.81377  -0.76753
C  -1.45852  2.77891  -0.51808
C  -1.39497  2.24049  -1.84350
C  -2.36298  1.18495  -1.94042
C  -3.01856  1.07192  -0.67616
C  1.59047  0.29332  1.13157
C  1.67388  0.35438  -0.30745
C  2.67937  -1.60620  0.36707
H  -2.76311  2.24101  1.23901
H  -0.87888  3.62744  -0.13468
H  3.32380  -2.48079  0.31838
H  2.69876  -1.00321  -1.79239
H  -2.59525  0.60377  -2.84095
H  -3.83498  0.38532  -0.42741
H  2.19182  -1.28233  2.56953
H  -0.75662  2.60762  -2.65680
H  1.33996  1.19959  -0.89835
H  1.34877  1.11803  1.78396

Löwdin population analysis, charges in e, atoms 1 to 8: Zr 1.41; Cl 0.16; O 0.15; N -0.12; C -0.44; C -0.28; C -0.20; C -0.13

# 6
C7H39NO12 | ωB97M-V/def2-TZVPD

The largest force on an atom comes out at 10.68 eV/A. The charge is 0. For the energy above the lowest of the compared OMol25 structures with the same formula, charge and spin, the calculation gives 735.5 kJ/mol. The spin multiplicity is 1.

Geometry (Å):
O  1.63660  -1.31612  2.79319
O  3.68536  -0.32549  1.71790
O  2.10779  -2.90117  -1.84593
O  -0.66614  -2.15751  -2.14278
O  0.29450  0.27583  -2.54203
O  -3.92156  0.89520  -2.11549
O  2.86834  1.79210  3.84735
O  2.55705  2.46213  0.55662
O  -1.75850  1.10184  -4.03802
O  3.20837  -3.18067  0.55742
O  -3.48934  -1.76810  -1.85058
O  2.57507  2.76761  -2.16916
N  0.73195  -1.07100  0.37122
C  -2.24363  -0.40771  2.56872
C  -1.12257  -0.15810  1.60263
C  -1.26025  3.40546  0.07024
C  -1.11666  -2.64135  0.89041
C  -0.76204  1.22216  1.38776
C  -0.56924  -1.26810  0.91764
C  -1.86809  2.21216  0.92697
H  1.62632  -2.04374  2.10809
H  0.75563  -0.80016  2.83532
H  2.68394  1.79878  1.05415
H  -0.75619  -3.24117  1.76133
H  -4.65110  0.86441  -1.60006
H  -2.23082  -2.71832  0.83425
H  -0.16303  1.36803  0.49746
H  -1.09072  3.11503  -0.99752
H  1.90262  1.49646  3.78490
H  -2.41659  -1.42329  2.78765
H  -0.64432  -3.36331  0.25625
H  1.04702  -1.71105  -0.42979
H  -2.69137  1.38325  -4.15432
H  3.41727  -3.96206  0.95856
H  2.29844  -2.71453  -2.71436
H  2.66937  -3.37460  -0.25487
H  1.30756  -2.38958  -1.81708
H  2.41861  2.98685  -1.23481
H  -2.08920  0.05987  3.50563
H  2.70202  -0.92910  1.78555
H  3.01193  1.04146  3.22234
H  -2.83280  -1.78262  -1.15966
H  -2.18879  3.96518  0.07652
H  0.17913  0.46532  -3.49218
H  -0.85547  -2.80845  -2.92599
H  2.65087  3.64651  -2.61244
H  -3.26008  0.01909  2.19114
H  -2.94940  -1.36036  -2.55603
H  -0.32779  -1.25313  -2.61810
H  3.33608  3.05508  0.67233
H  0.82372  -0.18228  0.11495
H  -2.57973  1.74371  0.27119
H  -3.15592  0.29359  -1.64977
H  4.35502  -0.85866  1.77630
H  -1.28516  1.57330  -4.65138
H  -2.06659  2.70712  1.89023
H  -0.26836  1.55174  2.35638
H  -0.43197  3.96381  0.57175
H  0.86281  0.87865  -1.94798

Löwdin population analysis, charges in e, atoms 1 to 8: O -0.10; O -0.10; O -0.01; O -0.17; O -0.09; O -0.08; O -0.10; O 0.02